Entry 1:
The following is a DFT calculation (wB97M-V/def2-TZVPD) of a gas-phase ion, C4H8N3O2S (charge -1) in a non-equilibrium geometry.

The total charge is -1. Its HOMO-LUMO gap (alpha / beta) is 5.55 / 6.39 eV. The multiplicity is 1. The value obtained for the LUMO energy (alpha / beta) is 3.186 / 3.188 eV. Its energy above the lowest of the compared OMol25 structures with the same formula, charge and spin is 56.3 kcal/mol. The strongest force on any atom comes out at 5.14 eV/Å.

Cartesian coordinates (Å):
C  -1.56518  -0.27385  -0.74303
C  -0.79223  -1.57184  -0.82938
C  1.23659  -0.58185  0.70859
C  -1.33899  1.56489  0.77169
N  2.10490  -0.46731  -0.20378
N  -0.81712  0.88042  -0.34489
N  3.10875  0.40963  -0.09689
O  3.24260  1.14745  0.88334
O  3.96668  0.38159  -0.97413
S  0.13350  -1.93410  0.66309
H  -2.11906  -0.00993  -1.75311
H  -2.45025  -0.37097  -0.03686
H  -1.39519  -2.53332  -0.95841
H  -0.12872  -1.49794  -1.80520
H  1.27513  -0.24987  1.65907
H  -1.89119  0.80658  1.50090
H  -0.56656  1.99569  1.21600
H  -2.00367  2.30475  0.34300

Entry 2:
The following is a DFT calculation (wB97M-V/def2-TZVPD) of C3HClN2O2 in the gas phase in a non-equilibrium geometry.

The SMILES is O=c1cnoc(Cl)n1. Its HOMO-LUMO gap is 10.03 eV. The multiplicity is 1. The value obtained for the LUMO energy is -0.422 eV. Its energy above the lowest of the compared OMol25 structures with the same formula, charge and spin is 39.4 kcal/mol. The strongest force on any atom comes out at 3.34 eV/Å.

Cartesian coordinates (Å):
C  -0.15465  0.65262  -0.08010
C  0.97915  -1.29291  -0.19239
C  -0.14492  -1.83262  0.68439
H  0.13869  -2.78518  1.10024
N  0.85023  0.04888  -0.41612
N  -1.24721  -1.16451  0.82512
O  1.89768  -1.86702  -0.62687
O  -1.30796  0.20100  0.44913
Cl  -0.36206  2.28001  -0.29487

- Number 1 is which compound?
  C4H8N3O2S

- What is the formula in the first record?
  C4H8N3O2S

- Which value of strongest force on any atom does entry 2 give?
  3.34 eV/Å

- What is the multiplicity in the first record?
  1